ORCA calculation (ωB97M-V/def2-TZVPD) on a structure of composition C33H23N10RhS2Se in a non-equilibrium geometry.

Structure (XYZ):
```
70
Properties=species:S:1:pos:R:3
Rh 10.6484 12.9806 13.4885
C 5.7879 17.9337 13.2749
C 6.9935 17.0667 13.5095
C 7.1628 16.4910 14.8027
C 8.3215 15.7477 15.1080
C 9.2530 15.3734 14.1541
N 10.3964 14.6406 14.4919
C 11.1638 15.0506 15.5681
C 11.6029 16.3791 15.5663
C 12.2773 16.9374 16.6301
C 12.6153 16.1365 17.7626
C 13.3613 16.6724 18.9645
C 12.2247 14.8121 17.7421
C 11.5738 14.2163 16.6248
N 11.4464 12.8562 16.6035
C 11.4611 11.9847 17.6449
C 11.3287 10.7132 17.2358
C 11.0032 10.6708 15.7416
N 11.3898 12.0657 15.3921
C 9.0365 15.8807 12.8399
C 7.9900 16.7822 12.5550
N 9.7625 15.3192 11.7595
C 10.2373 16.1038 10.6985
C 10.9510 15.8464 9.5695
C 11.5221 13.5859 10.1889
N 10.0635 13.9982 11.9355
H 5.1937 18.0112 14.1700
H 5.1612 17.5431 12.5058
H 6.0722 18.9528 12.9386
H 6.4219 16.6542 15.5681
H 8.5044 15.4309 16.1263
H 11.3546 16.9376 14.6674
H 12.5961 17.9638 16.5595
H 12.9068 17.5511 19.4409
H 14.3868 16.9111 18.7140
H 13.4129 15.8621 19.7047
H 12.5693 14.1410 18.5390
H 11.4878 12.3884 18.6739
H 11.2481 9.7839 17.8341
H 9.8965 10.6791 15.5852
H 7.9959 17.2189 11.5617
H 9.8718 17.1119 10.8395
H 10.8819 16.6091 8.8296
H 12.3343 13.3762 10.9148
S 10.3825 10.7874 12.5604
C 11.3643 9.7032 13.4345
C 11.9849 8.7449 12.5862
C 13.0310 7.9576 12.9742
C 13.5968 7.0202 12.0479
N 14.0096 6.1274 11.4131
C 13.4212 8.0218 14.3284
C 12.6736 8.7819 15.2213
C 11.5828 9.5969 14.8151
S 12.5493 12.4572 14.1717
C 14.4536 7.1618 14.8231
N 15.2127 6.5063 15.4207
H 11.6611 8.6581 11.5682
H 12.9875 8.7422 16.2537
Se 6.9134 12.0045 9.4778
N 8.1052 12.1260 8.0809
C 9.1748 12.7744 8.5858
C 10.1687 13.1462 7.6315
C 11.1559 14.0235 7.8182
C 11.6611 14.6157 9.1173
N 10.2683 13.4405 10.6779
C 9.1499 12.9522 10.0278
N 8.0356 12.7404 10.6984
H 9.9968 12.7237 6.6744
H 11.7041 14.3657 6.9268
H 12.7337 14.7604 8.9906
```

Output
**DFT total energy**: -5126.890481 a.u.
**Multiplicity**: 5
**Energy above the lowest of the compared OMol25 structures with the same formula, charge and spin**: 554.4 kJ/mol
**Gap between HOMO and LUMO (alpha / beta)**: 6.280 / 5.157 eV
**Max |F|**: 5.47 eV/Å